Entry 1:
Entry from the OMol25 dataset: an isolated ion of composition C5H12NO and charge -1 (the ωB97M-V functional and the def2-TZVPD basis).

Summary:
HOMO level in Ha: -0.075
HOMO-LUMO gap in eV: 5.631

ORCA input file:
```
! RIJCOSX wB97M-V def2-TZVPD def2/J DEFGRID3
* xyz -1 1
C -2.704 -0.387 -0.179
C -1.766 0.737 0.321
C -0.307 0.376 0.508
N 0.305 0.040 -0.784
C 1.778 0.130 -0.812
C 2.590 -0.474 0.374
O 3.634 -1.231 -0.033
H -2.460 -1.242 0.455
H -3.698 0.055 -0.119
H -2.524 -0.669 -1.215
H -1.862 1.594 -0.373
H -2.218 1.187 1.210
H -0.274 -0.476 1.183
H 0.277 1.156 0.995
H 0.112 -0.901 -1.090
H 2.166 1.155 -0.932
H 2.150 -0.431 -1.675
H 2.837 0.405 1.009
H 1.963 -1.024 1.157
*
```

Mulliken atomic charge list, values in e, 6 entries: atom 1 (C): -1.093, atom 2 (C): -0.593, atom 3 (C): -0.583, atom 4 (N): -0.321, atom 5 (C): -0.629, atom 6 (C): -0.181

***

Entry 2:
Entry from the OMol25 dataset: a 2-piece molecular cluster, C5H12NO overall (the ωB97M-V functional and the def2-TZVPD basis).

Summary:
HOMO level in Ha: -0.078
HOMO-LUMO gap in eV: 6.320

ORCA input file:
```
! RIJCOSX wB97M-V def2-TZVPD def2/J DEFGRID3
* xyz -1 1
C -0.617 1.407 -1.808
C -1.452 0.942 -0.816
N -1.289 0.946 0.502
C -2.376 0.332 1.246
H 0.267 1.956 -1.501
H -0.946 1.415 -2.835
H -2.413 0.538 -1.195
H -0.090 -0.153 0.899
H -2.372 0.679 2.281
H -3.344 0.625 0.801
H -2.308 -0.767 1.238
C 1.783 -0.406 0.486
O 0.608 -0.876 1.092
C 2.497 -1.555 -0.218
H 2.471 0.058 1.207
H 1.538 0.351 -0.257
H 3.392 -1.143 -0.698
H 1.817 -2.036 -0.917
H 2.835 -2.313 0.493
*
```

Mulliken atomic charge list, values in e, 6 entries: atom 1 (C): -0.924, atom 2 (C): 0.126, atom 3 (N): -0.901, atom 4 (C): -0.936, atom 5 (H): 0.232, atom 6 (H): 0.286

***

The lowest HOMO-LUMO gap belongs to which entry?
number 1

***

HOMO-LUMO gap of number 2 (C5H12NO)?
6.320 eV

***

Which formula does entry 2 have?
C5H12NO

***

HOMO-LUMO gap of number 1 (C5H12NO)?
5.631 eV